Density functional theory data (ωB97M-V with the def2-TZVPD basis set) for 2 unconnected molecules or ions with the total composition C3H10N3O2.

For the gap between HOMO and LUMO, the calculation gives 9.2 eV. For the total energy, the calculation gives -434.80887 hartree. For the energy above the lowest of the compared OMol25 structures with the same formula, charge and spin, the calculation gives 2.483 eV. The value obtained for the largest force on an atom is 0.350 eV Å⁻¹. The charge is +1. For the HOMO energy, the calculation gives -13.20 eV. The calculation puts the LUMO energy at -0.1455 Eh.

Geometry as XYZ:
```
18
Properties=species:S:1:pos:R:3:forces:R:3
C -0.223362 2.215627 -0.491575 -0.1 -0.1 0.0
C 0.498509 1.487771 -1.355072 0.0 0.0 -0.1
N 1.756236 1.048447 -1.167806 0.0 0.1 -0.2
N -1.613048 2.579872 -0.841661 0.1 0.0 -0.1
H 0.100133 2.587515 0.465690 0.0 0.0 0.0
H 0.051761 1.175292 -2.296490 0.0 0.1 0.0
H 2.303310 0.801006 -1.979076 -0.1 -0.1 0.2
H 2.275946 1.362724 -0.366603 0.1 0.0 0.1
H -1.741935 3.594032 -0.868633 0.0 0.0 0.0
H -2.293515 2.201088 -0.179681 0.0 0.0 0.0
H -1.855478 2.226047 -1.769471 0.0 0.0 0.0
N -1.007176 -2.125678 0.180035 0.2 0.2 -0.2
C 0.111819 -1.987358 1.013723 -0.3 0.1 0.0
O -0.098502 -1.116149 2.034110 -0.1 0.1 -0.1
O 1.135882 -2.576920 0.886548 0.3 -0.1 0.0
H -0.805389 -2.763451 -0.578843 0.0 0.0 0.0
H -1.349336 -1.241020 -0.179082 -0.1 -0.2 0.2
H -1.049867 -1.022264 2.167219 0.0 0.0 0.1
```
Forces are in eV/Å.



Density functional theory data (ωB97M-V with the def2-TZVPD basis set) for a molecular structure, C9H27N7O9PZn.

For the gap between HOMO and LUMO, the calculation gives 1.6 eV. For the total energy, the calculation gives -3540.31741 hartree. For the energy above the lowest of the compared OMol25 structures with the same formula, charge and spin, the calculation gives 7.077 eV. The value obtained for the largest force on an atom is 8.545 eV Å⁻¹. The charge is -1. For the HOMO energy, the calculation gives 0.03 eV. The calculation puts the LUMO energy at 0.0610 Eh.

Geometry as XYZ:
```
54
Properties=species:S:1:pos:R:3:forces:R:3
Zn 0.009055 0.392042 -0.467473 -0.7 1.5 0.0
P -1.642434 2.596950 -2.281521 -0.9 5.7 -4.7
O -0.709993 1.761841 -1.456418 2.4 -1.5 1.5
O -2.108751 1.896879 -3.557586 -1.9 -4.4 0.1
O -1.055705 3.793577 -3.046935 2.6 1.1 0.9
O -2.681734 3.278367 -1.408852 -1.8 -1.5 2.5
C 3.115008 1.346788 0.013974 -1.2 -0.4 -3.6
O 1.963614 1.035283 -0.239672 -0.4 -0.4 0.0
N 3.517654 1.539768 1.225603 1.0 0.5 3.4
N 4.011398 1.551569 -0.971105 1.6 0.2 -0.2
H 2.746358 1.422368 1.867014 0.2 -0.1 0.7
H 4.480544 1.472569 1.522976 -0.4 0.1 -0.1
H 3.910942 1.252500 -1.930562 -0.5 0.2 0.4
H 4.870879 1.993624 -0.677862 -0.1 -0.1 -0.5
C -2.295108 1.261722 1.543740 -0.8 2.5 -4.6
O -1.108401 1.118891 1.236137 0.7 -0.4 1.1
N -3.218951 1.926766 0.900462 0.1 1.0 -1.3
N -2.880377 0.732216 2.533614 0.3 -4.7 7.1
H -4.181631 1.825718 1.188803 0.4 0.4 -0.6
H -2.889625 2.364169 0.051746 -0.5 1.7 -2.5
H -3.811592 0.905360 2.884273 0.6 0.1 -0.2
H -2.146992 0.361392 3.120760 -0.8 -0.5 0.9
C -2.423737 -1.250986 -1.762601 -2.5 -0.2 -1.3
O -1.603991 -0.700406 -1.093772 1.5 -0.8 2.2
N -2.932495 -0.754188 -2.874454 -1.1 -0.3 -1.2
N -3.039025 -2.431174 -1.460280 0.4 -1.6 1.6
H -2.646955 0.182968 -3.120060 0.8 2.4 -0.7
H -3.933619 -0.882079 -2.913251 0.1 0.0 -0.5
H -2.805076 -2.848095 -0.570593 -0.4 0.0 -0.1
H -3.829251 -2.779854 -1.983796 0.4 0.1 0.2
C 0.713343 -0.962598 -3.523324 -1.0 -0.7 0.2
O 0.808109 -0.852715 -2.057878 1.5 -1.2 -2.5
C 1.482042 -2.012421 -1.542687 -1.0 1.4 1.2
C 0.686776 -2.374629 -0.254674 0.9 -1.5 -1.9
N 0.588124 -1.344626 0.772710 0.7 -1.8 0.4
C 1.666964 -1.543854 1.751802 0.5 1.8 0.1
C 1.344417 -0.763656 3.049848 0.5 -0.2 -1.1
O 1.253305 0.641489 2.842857 1.1 0.0 0.9
C 0.865890 1.461111 3.964197 -1.2 -0.6 -0.1
H 1.573566 -1.329743 -4.083077 1.1 0.5 0.8
H 0.335274 -0.081108 -4.041149 -0.2 0.2 0.8
H 0.064802 -1.823440 -3.685936 -0.8 0.2 -0.1
H 2.527098 -1.718930 -1.443588 0.2 -0.2 0.6
H 1.481641 -2.906618 -2.166006 -0.4 0.1 -0.4
H 1.128588 -3.327463 0.036904 0.5 -0.1 1.0
H -0.268615 -2.751412 -0.619880 -0.4 0.8 0.1
H -0.143375 -1.650686 1.398277 -1.3 0.5 -0.6
H 2.658010 -1.265420 1.393487 -0.1 0.7 -0.4
H 1.880107 -2.583099 2.002069 -0.8 -0.4 0.2
H 2.207354 -1.132324 3.604393 -0.1 0.6 1.3
H 0.382270 -1.087671 3.446574 0.0 -0.3 0.4
H 1.604354 1.906431 4.630881 1.0 0.0 -0.8
H 0.276955 0.916010 4.701843 -0.4 -0.6 -0.2
H 0.202995 2.220827 3.550049 0.3 0.1 0.0
```
Forces are in eV/Å.



Density functional theory data (ωB97M-V with the def2-TZVPD basis set) for a molecular structure, C38H40F6IrN4O7P2SbSi2.

For the gap between HOMO and LUMO (spin up / spin down), the calculation gives 8.1 / 7.3 eV. For the total energy, the calculation gives -4423.13378 hartree. Its expectation value of S² is 6.016. As for the spin multiplicity: 5. The value obtained for the largest force on an atom is 3.641 eV Å⁻¹. For the HOMO energy (spin up / spin down), the calculation gives -8.48 / -9.19 eV. The calculation puts the LUMO energy (spin up / spin down) at -0.0148 / -0.0686 Eh.

Geometry as XYZ:
```
101
Properties=species:S:1:pos:R:3:forces:R:3
Ir 0.126541 0.063921 -1.046873 0.5 -0.5 -1.0
C 1.983907 -3.990060 1.018007 0.6 0.3 0.0
Si 1.201128 -3.198635 -0.468056 -0.5 -0.1 -0.7
C 2.609326 -2.450382 -1.418024 -0.7 0.4 0.3
C 0.504202 -4.706419 -1.346727 1.1 0.5 0.4
N 0.116685 -1.829612 -0.144316 0.1 0.1 0.3
P -1.078003 -1.307999 0.846508 0.5 -0.9 -0.4
C -0.589249 0.343939 0.673801 -1.6 0.6 1.2
P 0.628667 1.348961 1.390831 -0.4 1.3 -0.1
N 1.737070 1.068225 0.274756 0.6 0.6 -0.5
Si 2.868791 2.185994 -0.464344 -0.4 -1.2 -0.4
C -1.142781 -5.910744 2.062092 0.1 0.4 0.4
C 3.349726 3.530527 0.694364 0.4 -1.2 0.1
C 4.227262 1.067531 -1.086527 -0.2 1.1 1.4
C 1.183595 0.804088 2.994309 0.3 1.1 -0.9
C 0.606899 1.249123 4.159104 0.5 -0.4 1.5
C 1.242615 0.925847 5.363243 -0.3 0.3 0.6
C 2.362662 0.114689 5.391546 1.0 -2.4 -0.5
C 2.925763 -0.375915 4.176383 -1.0 1.8 0.5
C 2.391610 0.141434 2.974705 1.0 -1.8 1.5
C 0.075391 3.123480 1.482555 -0.7 -2.2 -2.3
C -0.860790 3.491390 0.487802 -0.1 0.5 2.1
C -1.299725 4.801695 0.482233 -2.3 0.6 -2.1
C -0.723662 5.739175 1.275231 1.9 0.7 1.1
C 0.324783 5.353792 2.148679 -0.1 1.2 0.3
C 0.735987 4.039448 2.245135 -1.3 0.4 -0.3
C -2.674342 -1.713365 0.161106 -1.0 -0.2 0.2
C -3.583720 -0.672338 -0.134644 2.9 -0.6 0.0
C -4.792267 -0.978791 -0.620407 -2.2 -0.2 -0.7
C -5.189447 -2.317473 -0.740226 -0.3 0.3 -0.5
C -4.345323 -3.376598 -0.435700 -0.3 -0.2 -0.2
C -3.060266 -3.064715 0.008500 1.1 -0.9 1.8
C -1.082483 -1.792714 2.554690 0.3 -0.7 0.1
C -0.021618 -2.473423 3.141389 1.2 0.6 0.5
C 0.112057 -2.545849 4.536295 -0.3 -0.5 -0.1
C -0.863549 -1.980239 5.362576 0.4 0.0 -0.6
C -1.989022 -1.410914 4.743953 -0.4 0.1 0.5
C -2.108094 -1.327275 3.354345 -1.8 0.6 0.5
H 2.570991 -4.838278 0.636553 -0.3 0.1 0.2
H 1.321987 -4.280741 1.819557 0.0 -0.5 0.0
H 2.716423 -3.282167 1.399615 0.2 0.1 0.4
H 3.180036 -3.321904 -1.704536 0.7 0.0 -0.2
H 3.150853 -1.791099 -0.700479 -0.1 -0.3 -0.9
H 2.235440 -1.942927 -2.328030 0.5 -0.1 0.5
H 1.369055 -5.408960 -1.365691 -0.6 0.4 -0.3
H 0.109098 -4.482840 -2.317212 -0.1 -0.2 -0.5
H -0.234503 -5.163877 -0.724069 -0.7 -0.4 0.4
H -1.672103 -5.093284 2.618864 0.7 -1.0 -0.6
H -1.646220 -6.371463 1.197893 0.4 0.2 0.6
H -0.125454 -6.241671 2.391984 -1.2 0.3 -0.4
H 3.294380 3.189766 1.718027 0.1 -0.2 0.4
H 2.789902 4.424715 0.637479 -0.4 1.0 -0.4
H 4.392838 3.648774 0.472962 0.7 0.7 0.0
H 4.651919 0.742130 -0.128129 0.1 -0.6 -0.2
H 5.025338 1.551216 -1.624110 0.1 0.1 -0.5
H 3.752830 0.272961 -1.633802 0.1 -0.5 -0.2
H -0.287743 1.845066 4.186637 -0.2 0.1 -0.2
H 0.877747 1.316576 6.316569 -0.1 -0.2 -0.4
H 2.775068 -0.383658 6.319957 -0.6 1.3 -0.9
H 3.779603 -1.043335 4.225324 -0.1 0.2 -0.3
H 2.889576 -0.084962 2.051694 -0.1 -0.1 -0.4
H -1.357375 2.793877 -0.121746 -0.2 -0.8 -0.5
H -2.183958 5.190455 -0.173536 1.8 -1.2 0.9
H -0.977626 6.792371 1.112917 0.0 -0.4 0.6
H 0.803148 6.098114 2.789593 -0.1 -0.1 -0.3
H 1.482852 3.606186 2.841349 1.0 0.4 1.3
H -3.182706 0.323606 -0.168653 -0.2 0.5 0.3
H -5.430625 -0.143210 -0.928419 0.0 -0.6 0.1
H -6.167847 -2.537855 -1.158293 0.1 0.1 0.2
H -4.756307 -4.411667 -0.580044 0.9 1.1 0.3
H -2.388977 -3.896541 0.468999 -1.0 1.5 -1.3
H 0.840569 -2.790191 2.545639 -0.7 0.2 0.3
H 0.950027 -3.112040 4.981883 -0.4 0.6 -0.4
H -0.647066 -1.960076 6.440320 -0.7 0.0 -0.5
H -2.819509 -1.019541 5.347990 0.5 -0.2 -0.2
H -3.073712 -0.880209 2.929439 1.7 -0.6 0.5
O 3.238668 2.586685 -3.746052 1.7 0.0 -0.8
C 2.240504 2.616927 -3.133239 -3.1 -0.2 1.8
O 2.113209 2.833817 -1.789858 0.5 0.4 -0.6
C 0.840365 2.515889 -3.709278 1.6 0.4 -1.1
C 0.767552 2.824923 -5.064717 0.8 0.4 -0.3
C -0.423903 2.992584 -5.681597 -2.5 0.4 1.0
C -1.608903 2.949056 -4.944474 -1.1 -0.2 -1.1
C -1.541708 2.538940 -3.648820 -0.5 0.4 1.3
C -0.313895 2.276863 -2.986276 -0.9 -0.1 0.5
O -0.335047 1.876416 -1.728680 0.2 -0.6 -0.4
N -2.859412 2.567423 -2.881368 2.5 0.1 1.0
O -3.819859 2.616921 -3.569835 -1.8 -0.1 -0.5
O -2.847373 2.630550 -1.644426 -0.3 -0.2 -1.4
N -0.572777 3.333768 -7.070765 0.1 0.1 -0.9
O 0.371886 3.052976 -7.765923 0.7 0.0 -0.6
O -1.600387 3.841957 -7.491291 0.1 -0.1 0.6
H 1.641919 3.073526 -5.653129 0.3 -0.4 0.3
H -2.598973 3.169276 -5.432664 1.3 -0.3 0.7
F 0.572199 -0.487972 -3.141130 0.0 -0.3 -0.5
Sb -0.947844 -1.407249 -4.051483 -1.0 0.3 -1.5
F -0.716965 -0.128139 -5.487129 -0.1 -1.0 1.2
F 0.198896 -2.685275 -4.869923 -0.3 0.7 0.5
F -2.522078 -2.157921 -4.800125 0.7 0.2 0.1
F -1.098957 -2.499371 -2.528212 0.2 -0.1 -0.1
F -2.095342 -0.215684 -3.072389 0.6 0.0 -0.2
```
Forces are in eV/Å.



Density functional theory data (ωB97M-V with the def2-TZVPD basis set) for 2 unconnected molecules or ions with the total composition C8H8F3N3.

For the gap between HOMO and LUMO (spin up / spin down), the calculation gives 6.5 / 6.5 eV. For the total energy, the calculation gives -773.24483 hartree. Its expectation value of S² is 2.028. As for the spin multiplicity: 3. For the energy above the lowest of the compared OMol25 structures with the same formula, charge and spin, the calculation gives 0.000 eV. The value obtained for the largest force on an atom is 6.001 eV Å⁻¹. For the HOMO energy (spin up / spin down), the calculation gives -5.66 / -8.72 eV. The calculation puts the LUMO energy (spin up / spin down) at 0.0310 / -0.0814 Eh.

Geometry as XYZ:
```
22
Properties=species:S:1:pos:R:3:forces:R:3
C 1.271632 2.052706 -1.129419 -4.4 4.0 -0.9
C 0.002506 1.827503 -1.683641 2.6 3.5 0.6
C 1.934215 0.867900 -0.988998 -0.6 -4.4 -0.4
C -0.139401 0.517617 -2.030144 -0.8 -5.6 -1.7
C 0.988903 -0.207688 -1.462573 0.4 1.3 0.4
C 1.011354 -1.516874 -1.192304 0.2 -0.7 -1.2
C -0.768146 -0.456484 1.318121 2.0 -1.4 -2.2
C -0.966255 -0.899498 2.706526 1.1 -1.5 0.7
N -1.753852 -0.046079 0.350531 -0.4 -0.5 -1.0
N -0.775191 0.870828 0.842536 0.3 2.0 2.3
N 0.802542 -2.685611 -0.919469 -0.5 0.6 1.5
F 0.281715 -1.406490 3.091513 -1.1 0.3 -0.1
F -1.235845 0.053397 3.552807 -0.6 1.1 0.9
F -1.843277 -1.891443 2.874555 -0.1 0.1 -0.2
H 1.371075 3.082093 -0.766258 1.1 -0.7 0.0
H -0.728126 2.561547 -1.902214 -0.4 0.8 0.0
H 2.830633 0.530237 -0.544000 0.9 0.5 0.4
H -0.951436 -0.024851 -2.651742 1.4 1.3 1.1
H -1.316159 -0.107285 -0.599616 -1.0 -1.3 0.7
H -1.273155 1.412485 1.542280 0.1 0.5 0.1
H 1.146689 -3.497785 -1.386687 0.5 -0.3 -0.9
H 0.109578 -1.036226 0.978197 -0.7 0.3 -0.2
```
Forces are in eV/Å.



Density functional theory data (ωB97M-V with the def2-TZVPD basis set) for 2 unconnected molecules or ions with the total composition C4H10N2O.

As for the SMILES: C=C(C)/N=C/N.O. For the gap between HOMO and LUMO, the calculation gives 10.0 eV. For the total energy, the calculation gives -343.13730 hartree. For the energy above the lowest of the compared OMol25 structures with the same formula, charge and spin, the calculation gives 1.746 eV. The value obtained for the largest force on an atom is 0.910 eV Å⁻¹. For the HOMO energy, the calculation gives -9.08 eV. The calculation puts the LUMO energy at 0.0339 Eh.

Geometry as XYZ:
```
17
Properties=species:S:1:pos:R:3:forces:R:3
C -0.727695 2.111310 -0.448686 -0.2 0.0 -0.3
C 0.117459 1.095763 -0.369759 0.4 0.3 0.2
C 1.616550 1.221409 -0.381537 -0.1 0.4 -0.4
N -0.209119 -0.240231 -0.093865 -0.2 -0.4 0.4
C -0.340727 -0.501123 1.146815 0.5 0.6 0.2
N -0.049232 -1.705968 1.671085 -0.5 -0.8 0.1
H -0.380116 3.109394 -0.648374 0.1 0.2 0.0
H -1.792033 1.971420 -0.370232 -0.2 -0.1 0.0
H 2.056071 0.356533 -0.874086 0.0 0.0 0.0
H 1.941748 2.129958 -0.881035 0.1 0.1 0.0
H 1.972788 1.236256 0.649127 0.1 0.0 0.1
H -0.529020 0.283330 1.895254 0.0 -0.1 -0.2
H 0.076804 -2.454770 1.006690 0.0 -0.1 0.0
H -0.448854 -1.964258 2.557552 0.0 0.0 0.0
O -1.001365 -2.580038 -1.531538 0.2 -0.2 0.1
H -1.668474 -2.313864 -2.166082 -0.1 0.1 0.0
H -0.634785 -1.755120 -1.161328 -0.1 0.1 -0.2
```
Forces are in eV/Å.



Density functional theory data (ωB97M-V with the def2-TZVPD basis set) for 2 unconnected molecules or ions with the total composition CH4O2S.

As for the SMILES: O=CO.S. For the gap between HOMO and LUMO, the calculation gives 10.5 eV. For the total energy, the calculation gives -589.12656 hartree. For the energy above the lowest of the compared OMol25 structures with the same formula, charge and spin, the calculation gives 1.125 eV. The value obtained for the largest force on an atom is 5.634 eV Å⁻¹. For the HOMO energy, the calculation gives -9.87 eV. The calculation puts the LUMO energy at 0.0222 Eh.

Geometry as XYZ:
```
8
Properties=species:S:1:pos:R:3:forces:R:3
O -1.300793 2.120652 -0.828303 -1.4 0.2 -0.5
C -1.041846 1.080411 -0.353067 4.7 -2.0 2.4
O -1.784979 -0.050604 -0.000324 -0.6 2.7 -0.1
H 0.059151 0.882316 0.136220 -2.0 0.3 -1.5
H -2.475464 0.467880 0.469869 -0.6 -1.2 -0.3
S 2.755883 -1.467371 0.265237 -0.2 1.0 -0.4
H 1.839745 -0.537503 -0.247654 0.6 -1.4 0.6
H 1.948303 -2.495783 0.558022 -0.4 0.3 -0.2
```
Forces are in eV/Å.



What is the formula in the sixth record?
CH4O2S